Entry from OMol25: a gas-phase ion, C3H8NO2 (charge +1) (ωB97M-V/def2-TZVPD).

Positions of all 14 atoms, in Å:
O  2.050  -0.998  -1.014
C  1.570  0.048  -0.346
C  0.254  0.664  -0.988
N  -0.820  0.640  0.125
C  -1.487  -0.599  0.856
O  1.884  0.383  0.800
H  2.851  -1.135  -0.619
H  0.020  0.011  -1.856
H  0.316  1.696  -1.372
H  -0.185  0.997  0.867
H  -1.636  1.343  0.254
H  -0.834  -1.402  0.695
H  -2.485  -1.030  0.530
H  -1.498  -0.616  2.068

Results
orbital gap = 11.824 eV
LUMO energy = -3.897 eV
highest occupied orbital energy = -15.72 eV
SMILES = C[NH2+]CC(=O)O
total energy = -324.0333 Ha
total charge = +1

Results of the Löwdin charge analysis, in e, for atoms 1 through 5: number 1, O, carries 0.20; number 2, C, carries -0.43; number 3, C, carries 0.02; number 4, N, carries 0.01; number 5, C, carries 0.01